Record 1
Computed, not measured: C2H3BrN2S as an isolated structure at a distorted geometry, with ωB97M-V/def2-TZVPD.

Properties
Energy: -3159.61112 hartree
Charge: 0
E_LUMO: -0.17 eV
Relative energy (zero: lowest compared OMol25 entry of this formula, charge and spin): 250.0 kJ/mol
Orbital gap: 8.1 eV
2S+1: 1
HOMO: -8.3 eV

```
9
Properties=species:S:1:pos:R:3:forces:R:3:mulliken_charge:R:1
C -0.29267 -1.24526 0.11708 0.4 0.0 0.7 -0.273
C 0.48597 -0.02810 -0.18266 -2.6 2.5 0.6 0.095
N -1.46012 -1.31371 0.64746 0.4 -0.3 -0.7 -0.330
N -0.91568 1.13654 0.41991 1.7 -0.7 -0.6 -0.500
S -2.13219 0.08942 0.95124 -1.1 1.1 0.3 0.130
Br 2.26406 0.26486 0.60790 -0.9 -0.4 -0.1 -0.089
H 0.16942 -2.16138 0.23544 1.5 -1.8 -0.6 0.412
H 0.57745 0.30245 -1.24558 -0.2 -0.2 1.1 0.274
H -0.77065 1.69165 1.28431 0.9 -0.2 -0.8 0.280
```
Forces are in eV/Å.

***

Record 2
Computed, not measured: a 7-piece molecular cluster, C21H56NO7 overall at a distorted geometry, with ωB97M-V/def2-TZVPD.

Properties
Energy: -1414.52209 hartree
Charge: +1
E_LUMO: -2.78 eV
Relative energy (zero: lowest compared OMol25 entry of this formula, charge and spin): 0.0 kJ/mol
Orbital gap: 9.1 eV
2S+1: 1
HOMO: -11.8 eV

```
85
Properties=species:S:1:pos:R:3:forces:R:3:mulliken_charge:R:1
C 1.45750 -0.07665 1.99348 1.9 4.8 -0.5 -1.030
C 0.42920 -0.72531 1.23303 0.3 -7.9 1.6 0.892
O 0.28256 -1.96438 1.50918 -0.9 5.3 -2.4 -0.548
N -0.30581 -0.04119 0.11100 0.7 -2.9 2.0 1.357
H -1.11400 0.35654 0.50487 -1.0 1.9 1.5 -0.403
H 0.34016 0.62973 -0.15625 1.7 2.4 -1.3 -0.273
C -0.87311 -0.80018 -0.94484 0.7 -7.8 4.5 -1.724
H 1.48410 -0.34245 3.04186 -0.3 -0.1 0.0 0.334
H 1.43658 1.06205 1.84028 -0.5 -1.2 0.7 0.301
H 2.51468 -0.17149 1.63557 -0.9 -1.0 -0.1 0.276
H -1.51294 -1.78208 -0.57923 2.1 2.5 -0.5 0.277
H -0.35610 -1.04399 -1.76789 3.3 -1.3 -2.2 0.923
H -1.50181 -0.26865 -1.36358 -6.7 5.6 -3.5 0.567
C -4.01172 0.96576 -2.56605 1.8 3.5 -3.8 -1.148
C -3.86189 0.55467 -4.07180 -3.1 -0.2 -0.9 0.380
C -3.17616 1.66001 -4.96871 1.4 -0.2 2.0 -1.040
O -3.09397 -0.63860 -4.05696 2.4 1.8 -1.3 -0.448
H -3.02873 1.52424 -2.44076 -1.1 -0.7 0.7 0.020
H -4.11431 0.12909 -2.02069 -0.2 -2.9 2.2 0.471
H -4.82685 1.63732 -2.37912 -0.4 0.5 0.0 0.501
H -4.93219 0.28497 -4.63082 2.4 0.8 1.6 0.232
H -3.55719 2.71333 -4.87980 -0.2 -1.3 -0.1 0.336
H -3.07421 1.31149 -5.96277 -0.7 -0.1 -1.2 0.389
H -2.07649 1.74382 -4.71420 -1.0 -0.1 0.4 0.064
H -3.48269 -1.44434 -3.79956 -1.5 -1.0 0.4 0.258
C 2.49370 2.40762 -3.07915 3.5 -3.0 2.8 -1.282
C 1.78515 2.63542 -1.66167 -0.8 -4.0 -4.2 0.242
C 0.32889 2.53712 -1.96202 -1.8 0.6 -1.4 -0.511
O 2.06009 1.50329 -0.85982 1.4 -0.4 1.4 -0.536
H 2.42292 1.36361 -3.61986 -0.9 2.1 1.3 0.171
H 3.63621 2.37361 -2.87426 -1.5 0.2 -0.1 0.371
H 2.43318 3.21648 -3.69276 -0.8 2.1 -2.0 0.513
H 1.98612 3.47602 -1.13801 1.2 3.0 1.2 0.474
H 0.12638 3.28401 -2.86582 -0.2 -1.2 2.4 0.449
H -0.32376 2.64754 -0.99655 0.8 0.0 -2.0 0.016
H 0.18084 1.54505 -2.49405 -0.1 0.9 0.9 -0.217
H 2.99686 1.58120 -0.55802 -1.0 -0.3 -0.3 0.304
C -3.74992 2.49030 1.33541 -3.7 -3.5 -2.6 -1.233
C -2.79214 1.75309 2.17448 -0.9 0.7 4.5 0.782
C -3.00462 0.20089 2.37987 -0.6 3.5 2.5 -1.532
O -1.55590 1.97451 1.63148 2.9 -1.2 -1.1 -0.476
H -3.75936 2.05811 0.25815 0.6 1.1 1.4 -0.023
H -3.74853 3.51736 1.37734 1.0 2.5 -0.1 0.540
H -4.83686 2.32581 1.53029 0.7 -0.4 0.7 0.367
H -2.78933 2.31796 3.23050 -0.2 -1.5 -1.7 0.184
H -3.25231 -0.14003 1.48036 -1.5 -1.7 -4.0 0.451
H -3.83680 0.00665 3.07405 0.4 0.1 -0.3 0.391
H -2.16573 -0.35715 2.67568 1.4 -0.3 0.9 0.363
H -1.34712 2.89794 1.52835 -0.2 0.5 0.0 0.267
C -0.43520 -3.50848 4.60264 0.6 -1.3 -2.9 -1.181
C -0.70820 -2.62695 5.77375 4.1 0.2 -1.9 0.582
C 0.45729 -2.84829 6.73535 2.7 -3.2 -6.9 -1.340
O -0.69948 -1.28348 5.26226 -1.5 -0.2 1.5 -0.421
H -1.23477 -3.62528 3.80623 0.6 0.2 1.3 0.274
H -0.22705 -4.44313 5.05993 -0.4 -1.5 0.1 0.503
H 0.52871 -3.43856 3.95751 -1.3 1.0 1.4 0.033
H -1.53760 -3.00481 6.26547 -2.5 0.1 0.7 0.318
H 0.48725 -2.30756 7.49819 -0.4 5.1 6.6 0.566
H 1.47590 -2.52321 6.18355 -2.1 -1.1 0.9 0.007
H 0.54625 -3.86298 7.12476 -0.1 -0.2 -0.5 0.416
H -1.30110 -0.86239 5.89261 0.3 0.8 -0.4 0.269
C 5.87584 -1.33765 3.71555 -2.2 3.9 0.3 -1.327
C 4.53998 -1.54400 4.51184 3.3 0.2 1.3 0.538
C 4.37389 -0.42438 5.55315 -6.8 -3.8 -1.3 -1.456
O 3.42685 -1.55145 3.60957 -0.8 -2.8 0.6 -0.380
H 5.73581 -0.32505 3.15174 0.4 -1.8 0.5 0.234
H 6.03731 -2.13237 3.05821 0.5 -1.1 -1.1 0.354
H 6.68100 -1.14122 4.41752 0.2 -0.4 0.0 0.407
H 4.92037 -2.40626 5.15131 -2.0 -0.2 -1.0 0.234
H 5.08717 -0.14392 6.13725 5.2 0.2 3.9 0.653
H 3.43226 -0.76134 6.29289 2.2 1.5 -2.1 0.095
H 4.30827 0.48741 5.07111 -1.6 2.0 -1.4 0.419
H 2.93107 -2.45180 3.55981 1.6 2.3 0.4 0.220
C 0.35415 -0.89877 -7.88563 -1.8 -1.1 -1.8 -1.070
C 0.12563 -0.03103 -6.65563 -2.5 -3.1 0.3 0.594
C 0.31271 -0.60717 -5.26733 1.2 -5.3 0.8 -0.365
O 0.93563 1.01636 -6.75401 0.5 4.7 0.1 -0.508
H -0.69766 -1.29450 -7.84619 1.2 -1.2 -1.1 0.347
H 1.16014 -1.68998 -7.91802 -0.9 0.9 0.4 0.270
H 0.37691 -0.32320 -8.92819 0.1 -0.8 2.5 0.230
H -1.03320 0.03720 -6.66433 1.5 1.5 -0.1 -0.153
H -0.22390 -1.72779 -5.13134 1.3 2.7 -0.8 0.263
H -0.24969 -0.09251 -4.44066 1.3 0.2 -0.8 -0.300
H 1.50534 -0.93284 -5.18110 -3.0 1.4 0.5 0.262
H 0.39950 1.72124 -7.15998 0.9 0.0 0.1 0.375
```
Forces are in eV/Å.

***

Record 3
Computed, not measured: C29H38InN5O4PS2Se2 as an isolated structure, with ωB97M-V/def2-TZVPD.

Properties
Energy: -7833.45949 hartree
Charge: -2
E_LUMO (spin up / spin down): 4.25 / 4.25 eV
Orbital gap (spin up / spin down): 5.5 / 5.9 eV
2S+1: 2
HOMO (spin up / spin down): -1.3 / -1.7 eV

```
82
Properties=species:S:1:pos:R:3:forces:R:3:lowdin_spin:R:1
In 0.08507 0.70149 0.00097 -0.1 0.0 0.0 0.029
C 5.76124 4.29514 0.26837 0.0 0.0 0.0 0.000
C 4.89050 3.06753 0.29176 0.0 0.0 0.0 0.000
C 4.75891 2.25625 -0.83197 0.0 0.0 0.0 0.000
C 3.88843 1.18224 -0.84312 0.0 0.0 0.0 0.000
C 3.11622 0.86070 0.27274 0.0 0.0 0.0 0.000
N 2.19895 -0.20353 0.24563 0.1 0.1 0.0 0.000
C 2.76387 -1.43408 0.34382 0.0 0.0 0.0 0.000
C 4.13080 -1.62704 0.68053 0.0 0.0 0.0 0.000
C 4.72144 -2.87398 0.76585 0.0 0.0 0.0 0.000
C 4.00592 -4.04334 0.54416 0.0 0.0 0.0 0.000
C 4.62537 -5.40714 0.69358 0.0 0.0 0.0 0.000
C 2.66099 -3.88618 0.23045 0.0 0.0 0.0 0.000
C 2.05701 -2.64630 0.11474 -0.1 0.0 0.0 0.000
N 0.68868 -2.63479 -0.26007 0.0 0.0 0.0 0.000
C 0.08365 -3.44799 -1.15442 0.0 0.0 0.0 0.000
C -1.26951 -3.27062 -1.01697 0.0 0.0 0.0 0.000
C -1.39928 -2.30266 -0.00461 0.0 0.0 0.0 -0.002
N -0.21410 -1.93431 0.45732 0.0 0.0 0.0 -0.001
C 3.26431 1.67474 1.39469 0.0 0.0 0.1 0.000
C 4.12305 2.76304 1.40586 0.0 0.0 0.0 0.000
N 2.46589 1.41813 2.54445 -0.1 0.0 0.0 0.001
C 2.85199 1.30605 3.83199 0.1 0.0 0.1 0.001
C 1.71833 1.06742 4.57448 0.0 0.0 0.0 0.001
C 0.67423 1.05172 3.62843 0.0 0.0 0.0 0.016
N 1.13958 1.26495 2.41262 0.1 0.0 0.0 0.016
H 6.59935 4.17067 -0.41960 0.0 0.0 0.0 0.000
H 6.16353 4.51675 1.25868 0.0 0.0 0.0 0.000
H 5.18956 5.16703 -0.05970 0.0 0.0 0.0 0.000
H 5.32617 2.49397 -1.72609 0.0 0.0 0.0 0.000
H 3.75655 0.57704 -1.73172 0.0 0.0 0.0 0.000
H 4.73997 -0.75295 0.86559 0.0 0.0 0.0 0.000
H 5.77601 -2.93387 1.02199 0.0 0.0 0.0 0.000
H 5.70326 -5.36738 0.52147 0.0 0.0 0.0 0.000
H 4.20123 -6.11702 -0.02016 0.0 0.0 0.0 0.000
H 4.47015 -5.82254 1.69476 0.0 0.0 0.0 0.000
H 2.04068 -4.76287 0.07454 0.0 0.0 0.0 0.000
H 0.66676 -4.05209 -1.82920 0.0 0.0 0.0 0.000
H -2.05562 -3.70985 -1.60555 0.0 0.0 0.0 0.000
H -2.29450 -1.82510 0.36064 0.0 0.0 0.0 -0.001
H 4.15341 3.39810 2.28469 0.0 0.0 0.0 0.000
H 3.89109 1.38566 4.10476 0.0 0.0 0.0 0.000
H 1.65503 0.91097 5.63740 0.0 0.0 0.0 0.000
H -0.38496 0.88824 3.75325 0.0 0.0 0.0 0.016
O -0.39980 3.54375 -5.15620 0.0 0.0 0.0 0.000
C -1.37809 3.71923 -4.11994 0.0 0.0 0.0 0.000
C -1.02080 2.90187 -2.87690 0.0 0.0 0.0 0.000
C -2.08559 3.27024 -1.83091 0.0 0.0 0.0 -0.001
O -1.97725 4.62098 -1.38965 0.0 0.0 0.0 0.000
C -1.18457 1.40439 -3.23683 0.0 0.0 0.0 0.000
Se 0.09132 0.08278 -2.52981 0.0 0.0 0.0 -0.003
C 0.39755 3.29987 -2.42972 0.0 0.0 0.1 0.000
Se 0.79309 3.24590 -0.48973 0.0 0.0 0.0 0.000
H -0.47036 4.29178 -5.75229 0.0 0.0 0.0 0.000
H -2.35986 3.38880 -4.48558 0.0 0.0 0.0 0.000
H -1.44585 4.77311 -3.83429 0.0 0.0 0.0 0.000
H -2.04189 2.58362 -0.98228 0.0 0.0 0.0 -0.002
H -3.07994 3.15424 -2.27268 0.0 0.0 0.0 0.000
H -1.25009 4.60115 -0.74353 0.0 0.0 0.0 0.000
H -1.08338 1.28417 -4.31587 0.0 0.0 0.0 0.000
H -2.18818 1.07701 -2.95756 0.0 0.0 0.0 0.000
H 0.58483 4.33904 -2.70323 0.0 0.0 0.0 0.000
H 1.13052 2.67805 -2.93740 0.0 0.0 0.0 0.000
C -7.94277 -2.25839 -0.92364 0.0 0.0 0.0 0.001
C -6.50848 -1.81724 -0.70612 0.0 0.0 0.0 0.011
O -6.48482 -0.91071 0.38281 0.0 0.0 0.0 0.009
P -5.03934 -0.31547 0.97895 0.0 0.0 0.0 0.008
S -1.97562 0.87832 1.28068 0.0 0.0 0.0 0.593
S -3.97704 0.20111 -0.68631 0.0 0.0 0.0 0.301
O -4.36145 -1.80090 1.39705 0.0 0.0 0.0 -0.002
C -3.91757 -1.93975 2.73491 0.0 0.0 0.0 -0.001
C -4.96717 -2.63683 3.58504 0.0 0.0 0.0 0.000
H -8.00906 -2.94220 -1.77403 0.0 0.0 0.0 0.000
H -8.57701 -1.39267 -1.12323 0.0 0.0 0.0 0.000
H -8.32921 -2.76564 -0.03724 0.0 0.0 0.0 0.000
H -6.10892 -1.33094 -1.60034 0.0 0.0 0.0 0.010
H -5.86704 -2.67702 -0.48698 0.0 0.0 0.0 0.000
H -3.66674 -0.96081 3.15397 0.0 0.0 0.0 0.000
H -2.99074 -2.52027 2.70845 0.0 0.0 0.0 0.000
H -5.87688 -2.03466 3.62610 0.0 0.0 0.0 0.000
H -4.60059 -2.79067 4.60417 0.0 0.0 0.0 0.000
H -5.22045 -3.60747 3.15316 0.0 0.0 0.0 0.000
```
Forces are in eV/Å.

***

Record 4
Computed, not measured: a 3-piece molecular cluster, C4H17N2O2 overall at a distorted geometry, with ωB97M-V/def2-TZVPD.

Properties
Energy: -422.36955 hartree
Charge: +1
E_LUMO: -2.92 eV
Relative energy (zero: lowest compared OMol25 entry of this formula, charge and spin): 60.8 kJ/mol
Orbital gap: 9.7 eV
2S+1: 1
HOMO: -12.6 eV

```
25
Properties=species:S:1:pos:R:3:forces:R:3:mulliken_charge:R:1
C 0.21010 -1.67405 1.18865 -1.8 1.2 -0.8 -0.686
C -0.92540 -1.63685 0.15694 0.2 0.1 -0.9 -0.636
C -0.96400 -0.45769 -0.85845 1.2 -0.5 0.4 -0.658
C 0.44375 -0.22100 -1.43526 -0.1 0.2 0.2 -0.594
N 1.05795 -1.45768 -1.94717 -0.4 0.7 0.5 -0.515
N 0.02109 -0.47872 2.10240 -0.2 -0.5 0.4 -0.184
H 1.15555 -1.55603 0.67568 0.3 -0.5 0.3 0.393
H 0.02773 -2.55691 1.78981 0.8 -0.2 0.1 0.367
H -0.75293 -2.48495 -0.50599 -0.1 -0.4 0.4 0.367
H -1.89327 -1.76914 0.64568 0.0 0.0 0.0 0.390
H -1.31231 0.48419 -0.43547 -0.3 0.0 -0.1 0.283
H -1.59611 -0.79561 -1.67883 -0.4 0.3 0.1 0.368
H 0.41079 0.58550 -2.17841 -0.2 -0.1 -0.1 0.398
H 1.08487 0.17644 -0.64297 0.1 -0.1 0.0 0.291
H 0.46192 -1.82167 -2.67946 0.2 -0.1 -0.3 0.226
H 1.94535 -1.18083 -2.34487 0.1 -0.4 -0.3 0.243
H 0.16634 0.48574 1.64896 0.3 -0.5 0.2 0.202
H -0.92873 -0.49712 2.47277 -0.1 0.0 -0.1 0.389
H 0.60868 -0.60380 2.92505 0.2 0.4 -0.1 0.386
H 1.53355 2.08204 1.64984 -0.2 0.4 -0.3 0.329
H 0.42602 2.55924 0.57108 0.2 -0.2 -0.1 0.365
O 0.65418 1.92147 1.28199 0.2 0.0 0.3 -0.687
H -0.41868 3.56370 -1.58362 0.0 0.4 -0.3 0.303
H -0.88670 4.02769 -0.14647 -0.2 0.3 -0.5 0.298
O -0.52976 3.30602 -0.67187 0.1 -0.6 0.8 -0.635
```
Forces are in eV/Å.